# C5H16BNO4SSi

C5H16BNO4SSi in the gas phase (ωB97M-V with the def2-TZVPD basis set, the Open Molecules 2025 dataset).

The geometry in ORCA input format:
```
! RIJCOSX wB97M-V def2-TZVPD def2/J DEFGRID3
* xyz 0 1
H -1.610 -2.594 -1.573
H -2.228 0.492 0.943
Si 0.087 -0.011 0.631
O 2.968 0.433 1.217
H -1.252 1.683 1.810
H 1.135 -1.816 1.949
C -1.172 -2.257 -0.630
H 1.952 0.406 -1.893
C -1.348 1.146 0.862
H 3.597 0.610 -1.233
H -2.014 -1.971 0.007
S 2.000 1.150 0.400
H -0.856 -0.365 -1.577
O 1.752 2.550 0.687
H 0.949 -0.352 2.879
H 0.593 -1.345 -1.481
O -0.789 2.704 -1.210
H 2.642 2.049 -1.694
H 0.540 -3.238 -0.051
C -0.288 -1.030 -0.913
C 2.599 1.040 -1.289
C 0.442 -1.003 2.164
N -0.461 -3.384 -0.022
O -2.995 2.552 -0.409
B -1.689 2.162 -0.303
H -0.708 -3.492 0.952
H -3.101 3.202 -1.118
H -0.268 2.069 -1.710
H -0.479 -1.390 2.605
*
```

**SMILES**: C[Si@@](CCN)(CB(O)O)S(C)(=O)=O
**LUMO**: 0.306 eV
**ΔE to the lowest compared entry with this formula, charge and spin**: 0.0 kcal/mol
**HOMO-LUMO gap**: 9.838 eV
**E_tot**: -34516.7835 eV
**Highest occupied orbital energy**: -9.53 eV



# C5H16LiN6O5

A molecular structure, C5H16LiN6O5 in a non-equilibrium geometry (ωB97M-V with the def2-TZVPD basis set, the Open Molecules 2025 dataset).

The geometry in ORCA input format:
```
! RIJCOSX wB97M-V def2-TZVPD def2/J DEFGRID3
* xyz -1 1
H -1.997 3.234 -1.554
O -3.792 1.701 -0.544
C -0.459 -1.479 2.743
C 0.229 -1.523 -1.757
H 1.171 0.219 -2.088
O 0.831 1.775 0.444
H -0.633 -2.554 -3.339
H -0.937 0.849 0.580
H -0.671 -3.334 -1.801
H -1.629 -1.750 4.483
H 0.728 -0.580 -3.530
Li 1.246 -0.169 0.597
N -0.867 -1.298 4.026
H -1.906 -2.946 2.351
C 1.803 2.085 -0.526
N 0.603 -0.490 -2.542
H 3.630 1.429 -1.464
H 1.321 1.877 -1.507
H -2.369 0.166 1.109
H 3.838 1.787 0.206
C -2.571 1.618 -0.411
H -0.927 -2.544 1.049
H -0.670 2.458 -0.677
N -1.166 -2.362 2.012
O 0.455 -0.813 2.265
O 3.132 -0.118 -0.220
N -1.661 2.513 -0.947
H -0.258 -0.694 4.554
O 0.528 -1.582 -0.561
N -0.320 -2.604 -2.388
N -1.926 0.738 0.415
C 3.146 1.247 -0.476
H 2.098 3.146 -0.503
*
```

**LUMO**: 2.481 eV
**HOMO-LUMO gap**: 5.211 eV
**E_tot**: -24832.4275 eV
**Highest occupied orbital energy**: -2.73 eV



# C5H16N2O

2 unconnected molecules or ions with the total composition C5H16N2O in a non-equilibrium geometry (ωB97M-V with the def2-TZVPD basis set, the Open Molecules 2025 dataset).

The geometry in ORCA input format:
```
! RIJCOSX wB97M-V def2-TZVPD def2/J DEFGRID3
* xyz 0 1
H 2.203 0.345 -0.863
H 1.036 2.068 -1.594
C 1.147 0.171 -0.628
H -1.384 1.641 4.749
H 0.904 -1.633 -1.948
H 1.068 0.344 0.446
H -0.328 -2.993 -0.622
H -0.455 0.454 4.549
O -1.334 0.783 4.369
H -0.722 1.746 0.294
C 0.979 -1.324 -0.907
N -0.774 1.801 -0.702
H -2.906 1.683 -0.645
H -2.273 1.790 -2.197
N 2.282 -1.932 -0.459
H -1.078 -1.391 -0.269
H -0.022 -2.259 0.880
C -0.181 -2.007 -0.171
H 2.457 -1.575 0.474
H 2.173 -2.938 -0.374
H -2.140 0.244 -1.279
H 0.028 0.941 -2.431
C -2.049 1.335 -1.225
C 0.370 1.205 -1.436
*
```

**SMILES**: CNCC[C@H](C)N.O
**LUMO**: 0.669 eV
**ΔE to the lowest compared entry with this formula, charge and spin**: 28.7 kcal/mol
**HOMO-LUMO gap**: 9.064 eV
**E_tot**: -10471.2780 eV
**Highest occupied orbital energy**: -8.39 eV



# C5H16N2O

2 unconnected molecules or ions with the total composition C5H16N2O in a non-equilibrium geometry (ωB97M-V with the def2-TZVPD basis set, the Open Molecules 2025 dataset).

The geometry in ORCA input format:
```
! RIJCOSX wB97M-V def2-TZVPD def2/J DEFGRID3
* xyz 0 1
H 2.034 0.941 -1.977
H -0.545 1.645 1.318
H -1.533 0.358 -2.510
H 0.092 1.479 -1.004
H -3.048 -0.756 1.205
C 0.095 0.377 -1.069
O 3.341 -1.281 2.670
H 2.653 -0.826 3.210
H 1.211 1.631 1.528
N -2.486 -1.086 0.441
C -1.249 -0.124 -1.575
H -1.553 -1.166 0.850
C 1.343 0.096 -1.903
H 1.938 -0.777 -1.638
H -3.382 -0.078 -1.160
H 1.166 -0.025 -2.987
H -2.514 0.968 -0.301
H 0.194 0.403 2.294
N 0.295 -0.011 0.331
H -1.048 -1.178 -1.828
H 0.973 -0.738 0.544
H 4.118 -0.750 2.797
C 0.330 0.996 1.378
C -2.427 -0.101 -0.615
*
```

**SMILES**: CN[C@@H](C)CCN.O
**LUMO**: 0.687 eV
**ΔE to the lowest compared entry with this formula, charge and spin**: 30.5 kcal/mol
**HOMO-LUMO gap**: 9.003 eV
**E_tot**: -10471.2004 eV
**Highest occupied orbital energy**: -8.32 eV



# C5H16N2O

2 unconnected molecules or ions with the total composition C5H16N2O in a non-equilibrium geometry (ωB97M-V with the def2-TZVPD basis set, the Open Molecules 2025 dataset).

The geometry in ORCA input format:
```
! RIJCOSX wB97M-V def2-TZVPD def2/J DEFGRID3
* xyz 0 1
C -0.216 -0.783 -0.185
C -1.555 -1.602 -0.045
H 0.168 1.698 1.827
H -1.584 -2.421 -0.752
H -0.720 1.259 -0.730
H 2.067 -1.255 1.964
H 2.098 1.908 0.114
C 0.983 -1.183 1.949
H -0.850 0.384 2.627
H 0.419 -1.543 -0.533
H 0.599 -1.043 2.896
O 2.299 2.358 -0.738
H -2.380 -0.999 -0.127
C -0.332 0.747 1.694
C -0.378 0.392 -1.293
H 0.681 -2.171 1.594
H 1.837 1.867 -1.428
N -1.295 -0.063 -2.294
H -1.614 -1.965 0.942
H -1.595 0.721 -2.912
H -1.223 1.039 1.133
N 0.477 -0.207 0.923
H 0.536 0.679 -1.811
H -2.117 -0.563 -2.025
*
```

**SMILES**: C[C@@H](CN)N(C)C.O
**LUMO**: 0.815 eV
**ΔE to the lowest compared entry with this formula, charge and spin**: 48.4 kcal/mol
**HOMO-LUMO gap**: 9.684 eV
**E_tot**: -10470.4239 eV
**Highest occupied orbital energy**: -8.87 eV



# C5H16N2O

3 unconnected molecules or ions with the total composition C5H16N2O in a non-equilibrium geometry (ωB97M-V with the def2-TZVPD basis set, the Open Molecules 2025 dataset).

The geometry in ORCA input format:
```
! RIJCOSX wB97M-V def2-TZVPD def2/J DEFGRID3
* xyz 1 2
N -0.191 1.180 2.712
C 0.375 0.763 0.301
H -1.616 -1.642 -1.050
H -0.099 1.044 1.288
H -1.996 0.695 -2.364
H 3.046 0.509 1.328
H -1.976 -0.814 0.586
H -0.035 1.919 3.329
C 1.248 -0.515 0.323
H 0.518 -1.342 0.270
C -1.758 0.490 -1.153
O 0.302 -1.347 -2.338
H -3.153 -1.215 -0.707
C -2.099 -0.798 -0.510
H 1.117 1.511 0.213
C 2.346 -0.389 1.495
H 1.984 -0.404 2.486
N -0.340 0.897 -1.010
H 3.025 -1.217 1.568
H 0.616 -1.516 -3.250
H 1.859 -0.639 -0.606
H -0.639 0.395 3.170
H 0.240 0.215 -1.550
H -2.258 1.439 -0.655
*
```

**LUMO (alpha / beta)**: -6.644 / -6.796 eV
**ΔE to the lowest compared entry with this formula, charge and spin**: 168.1 kcal/mol
**HOMO-LUMO gap (alpha / beta)**: 7.357 / 6.751 eV
**E_tot**: -10456.6677 eV
**Highest occupied orbital energy (alpha / beta)**: -14.00 / -13.55 eV



# C5H16N2O

2 unconnected molecules or ions with the total composition C5H16N2O in a non-equilibrium geometry (ωB97M-V with the def2-TZVPD basis set, the Open Molecules 2025 dataset).

The geometry in ORCA input format:
```
! RIJCOSX wB97M-V def2-TZVPD def2/J DEFGRID3
* xyz 2 1
O -1.816 -0.720 3.018
H 0.253 0.839 3.418
N 0.981 -0.277 -2.986
H -1.414 -1.228 3.734
C 0.167 -0.013 -1.704
H -1.135 -1.646 -2.181
N -0.319 1.093 1.413
H 2.132 0.391 -0.924
H 0.975 1.716 -0.773
H -0.879 1.568 0.715
H 0.052 -1.981 -0.785
C 1.109 0.650 -0.666
H 0.561 -0.698 0.906
C 0.818 0.357 0.799
H -1.207 1.805 3.113
H 0.416 -0.280 -3.843
C -0.402 1.239 2.668
H -1.346 -1.006 -0.635
H 1.484 -1.172 -2.972
H -0.516 0.721 -2.086
H -2.715 -1.042 2.898
C -0.557 -1.289 -1.340
H 1.689 0.520 1.429
H 1.670 0.452 -3.214
*
```

**LUMO**: -7.391 eV
**ΔE to the lowest compared entry with this formula, charge and spin**: 18.4 kcal/mol
**HOMO-LUMO gap**: 11.271 eV
**E_tot**: -10455.3349 eV
**Highest occupied orbital energy**: -18.66 eV



# C5H16N2O2

3 unconnected molecules or ions with the total composition C5H16N2O2 in a non-equilibrium geometry (ωB97M-V with the def2-TZVPD basis set, the Open Molecules 2025 dataset).

The geometry in ORCA input format:
```
! RIJCOSX wB97M-V def2-TZVPD def2/J DEFGRID3
* xyz 2 1
H 0.388 -1.717 -3.708
N -1.518 2.274 1.796
H 1.194 -1.716 -1.632
N 1.744 -1.742 -0.693
C 2.804 -2.434 -0.558
H -1.609 2.940 2.576
H -0.595 -1.205 -2.577
H -1.279 2.991 -2.228
H 0.362 1.419 1.662
H 3.136 -2.978 -1.432
O -0.638 2.266 -2.165
H -2.472 1.953 1.811
C 0.969 -1.325 0.445
H -0.562 0.873 3.177
C -0.993 -0.191 1.408
H -0.324 2.457 -3.069
H -0.985 -0.907 2.235
H -1.326 2.713 0.907
H 1.149 -1.877 1.349
C -0.575 1.160 2.138
H -2.070 -0.241 1.219
H 3.299 -2.529 0.401
O 0.168 -1.758 -2.771
C -0.100 -0.556 0.277
H -0.165 0.132 -0.568
*
```

**LUMO**: -7.430 eV
**ΔE to the lowest compared entry with this formula, charge and spin**: 25.5 kcal/mol
**HOMO-LUMO gap**: 10.052 eV
**E_tot**: -12502.3359 eV
**Highest occupied orbital energy**: -17.48 eV



# C5H16N3

2 unconnected molecules or ions with the total composition C5H16N3 in a non-equilibrium geometry (ωB97M-V with the def2-TZVPD basis set, the Open Molecules 2025 dataset).

The geometry in ORCA input format:
```
! RIJCOSX wB97M-V def2-TZVPD def2/J DEFGRID3
* xyz 1 1
C -1.108 0.177 -3.163
H -1.663 -1.269 2.406
H -1.560 0.424 3.022
C -1.595 -0.194 2.152
N 0.881 0.238 1.907
C -0.347 0.024 1.241
H 1.584 -0.528 -0.806
N 3.267 0.732 1.800
H 2.949 0.513 -0.644
H -1.201 0.109 -4.248
H -2.479 -0.030 1.626
C -2.079 -0.711 -2.284
H -0.069 0.182 -2.775
H -0.214 -0.836 0.520
C 2.002 0.406 1.194
H -2.698 -1.380 -2.859
H 0.794 0.054 2.901
H 3.482 0.499 2.760
H -0.492 1.023 0.651
H -2.739 -0.036 -1.668
H -1.353 -1.336 -1.586
N 2.077 0.113 -0.221
H 3.991 0.569 1.033
H -1.430 1.256 -2.959
*
```

**LUMO**: -3.622 eV
**ΔE to the lowest compared entry with this formula, charge and spin**: 50.5 kcal/mol
**HOMO-LUMO gap**: 10.563 eV
**E_tot**: -9907.5265 eV
**Highest occupied orbital energy**: -14.18 eV



# C5H16N3

A gas-phase ion, C5H16N3 (charge +1) in a non-equilibrium geometry (ωB97M-V with the def2-TZVPD basis set, the Open Molecules 2025 dataset).

The geometry in ORCA input format:
```
! RIJCOSX wB97M-V def2-TZVPD def2/J DEFGRID3
* xyz 1 1
H -0.695 -0.425 1.311
H -1.376 2.105 1.070
H -2.152 1.647 -0.522
N 0.170 0.585 -0.363
N 2.262 -0.599 -0.858
H 1.819 -0.231 -1.730
C -1.027 0.033 0.343
H 2.844 0.116 1.206
H 3.345 1.056 -0.205
C 1.264 1.343 0.291
H -2.879 0.956 1.098
H 1.594 -1.275 -0.417
H 1.146 1.512 1.409
N -1.767 -2.329 0.444
H -2.404 -3.025 0.078
H 3.065 -1.141 -1.249
H -2.742 -0.974 -0.830
C -1.741 -1.173 -0.508
H 1.567 2.171 -0.344
C 2.594 0.432 0.097
H -1.967 -2.179 1.415
C -1.867 1.265 0.549
H -0.054 1.425 -1.001
H -0.998 -1.296 -1.282
*
```

**SMILES**: C[C@@H](CN)NCC[NH3+]
**LUMO**: -3.348 eV
**ΔE to the lowest compared entry with this formula, charge and spin**: 83.5 kcal/mol
**HOMO-LUMO gap**: 9.048 eV
**E_tot**: -9906.0974 eV
**Highest occupied orbital energy**: -12.40 eV



What did the tenth record say?
# C5H16N3

A gas-phase ion, C5H16N3 (charge +1) in a non-equilibrium geometry (ωB97M-V with the def2-TZVPD basis set, the Open Molecules 2025 dataset).

The geometry in ORCA input format:
```
! RIJCOSX wB97M-V def2-TZVPD def2/J DEFGRID3
* xyz 1 1
H -0.695 -0.425 1.311
H -1.376 2.105 1.070
H -2.152 1.647 -0.522
N 0.170 0.585 -0.363
N 2.262 -0.599 -0.858
H 1.819 -0.231 -1.730
C -1.027 0.033 0.343
H 2.844 0.116 1.206
H 3.345 1.056 -0.205
C 1.264 1.343 0.291
H -2.879 0.956 1.098
H 1.594 -1.275 -0.417
H 1.146 1.512 1.409
N -1.767 -2.329 0.444
H -2.404 -3.025 0.078
H 3.065 -1.141 -1.249
H -2.742 -0.974 -0.830
C -1.741 -1.173 -0.508
H 1.567 2.171 -0.344
C 2.594 0.432 0.097
H -1.967 -2.179 1.415
C -1.867 1.265 0.549
H -0.054 1.425 -1.001
H -0.998 -1.296 -1.282
*
```

**SMILES**: C[C@@H](CN)NCC[NH3+]
**LUMO**: -3.348 eV
**ΔE to the lowest compared entry with this formula, charge and spin**: 83.5 kcal/mol
**HOMO-LUMO gap**: 9.048 eV
**E_tot**: -9906.0974 eV
**Highest occupied orbital energy**: -12.40 eV